56
Properties=species:S:1:pos:R:3:forces:R:3:lowdin_charge:R:1 method="wB97M-V/def2-TZVPD" multiplicity=1 total_charge=-1 e_tot_ha=-2380.46830
O -0.362946 0.584298 1.490964 0.3698 1.0841 0.9342 -0.1020
C -1.096182 1.532678 1.963447 -0.7355 0.2922 0.0316 -0.3549
C -0.637701 2.236669 3.144310 -0.6047 -0.4861 -0.7769 -0.0109
C -1.479555 3.042636 3.868863 0.4486 -0.3229 -0.5776 -0.0262
C -2.781849 3.299612 3.410954 0.0497 -0.1800 -0.0793 -0.1989
N -3.576851 4.108283 4.278223 -0.9366 1.1334 1.3234 -0.3497
O -4.763839 4.378500 3.998113 1.5079 -0.5501 -0.0416 0.0072
O -3.049245 4.539546 5.338658 -0.8795 -0.6083 -1.6037 -0.0142
C -3.261757 2.753699 2.189326 0.7350 0.0511 0.5008 -0.0133
C -2.423790 1.929528 1.450171 0.6974 -0.5036 0.4353 -0.0053
H 0.370123 2.006136 3.453945 0.0582 0.0234 0.2084 0.1041
H -1.127203 3.469627 4.798351 -0.2014 0.0774 -0.1185 0.1097
H -4.281433 2.965131 1.869611 0.3018 0.0098 0.0634 0.1105
H -2.780835 1.468263 0.521795 0.0920 0.1744 0.4249 0.1041
C -0.771304 3.767730 -2.627567 0.0125 -0.1710 0.0187 -0.0852
C -0.443417 2.772636 -3.554313 0.1634 -0.0183 0.1842 -0.0781
C 0.391278 1.722576 -3.174479 -0.2238 0.1485 -0.0072 -0.0631
C 0.929727 1.705156 -1.891531 -0.1162 -0.0294 0.0310 -0.2789
S 1.905454 0.241169 -1.510220 -1.2394 0.0425 0.0179 0.6858
C 0.733067 -0.856293 -0.721934 0.2064 0.0535 0.0697 -0.3079
C -0.460853 -0.407329 -0.149774 0.2301 -0.7322 -0.4858 -0.1064
C -1.376103 -1.511627 0.389207 -0.5799 0.3989 0.1057 -0.1922
C -1.903765 -2.346151 -0.585607 -0.3911 -0.0429 -0.5317 -0.0755
C -2.740934 -3.417936 -0.264321 -0.1484 0.3065 0.1871 -0.0797
C -3.280362 -3.522248 1.020991 0.3583 0.0625 -0.1989 -0.0993
C -2.811786 -2.648960 2.017392 0.4196 -0.1366 -0.6862 -0.0801
C -1.775757 -1.734838 1.730877 -0.5428 0.2366 0.2580 -0.0089
S 1.179976 -2.633264 -0.969382 0.3210 1.1517 -0.0739 0.7088
C 2.955959 -2.646658 -1.216680 0.1852 -0.7090 0.3614 -0.3074
C 3.438779 -3.141606 -2.426870 0.1457 0.2591 0.0625 -0.0659
C 4.815439 -3.252702 -2.613562 -0.0840 -0.0640 0.1839 -0.0777
C 5.692881 -2.923855 -1.572924 -0.2251 0.1321 0.0283 -0.0851
C 5.187576 -2.495126 -0.337388 -0.0751 -0.1427 -0.1057 -0.0749
C 3.808745 -2.399961 -0.137945 -0.0424 0.0848 -0.3495 -0.0595
O 0.932897 -3.372624 0.243574 -0.1835 0.0260 -0.1591 -0.2964
O 0.635811 -3.079272 -2.237684 -0.1363 0.0573 0.6372 -0.3262
O 2.221139 -0.358294 -2.790203 0.4524 0.1527 0.1781 -0.3285
O 2.961139 0.635010 -0.609612 -0.0954 -0.0771 -0.1272 -0.3044
C 0.649745 2.719147 -0.965638 -0.1430 -0.2506 -0.1041 -0.0520
C -0.258962 3.723248 -1.324199 0.2765 -0.0469 -0.1435 -0.0713
H -1.433571 4.583221 -2.923918 0.1282 -0.2521 0.1384 0.1000
H -0.828936 2.779854 -4.574554 -0.0051 0.1660 0.3149 0.1018
H 0.629165 0.906434 -3.856997 -0.0699 0.2693 0.1926 0.1125
H -0.871127 0.555927 -0.527326 0.1372 -1.1008 0.1682 0.1259
H -1.700362 -2.107963 -1.642295 0.1532 -0.4796 0.6195 0.1229
H -2.967545 -4.142664 -1.041735 -0.2984 0.1936 0.0978 0.1003
H -4.051515 -4.280208 1.221534 0.4636 0.3801 0.0549 0.0970
H -3.254923 -2.699563 3.013856 0.3738 0.0306 -0.1936 0.0965
H -1.370972 -1.167129 2.585636 -0.1646 -0.1714 -0.8848 0.1185
H 2.735560 -3.438344 -3.204970 0.1987 0.2883 0.2135 0.1135
H 5.176117 -3.604437 -3.583059 0.0552 0.0823 0.3873 0.1013
H 6.772991 -3.013504 -1.718843 -0.3673 0.0708 0.0457 0.0978
H 5.862543 -2.239634 0.482906 -0.1732 -0.1692 -0.2879 0.1032
H 3.384961 -2.153383 0.837491 0.1722 0.1296 -0.3405 0.1262
H 1.116306 2.694698 0.022364 -0.2678 -0.0634 -0.2809 0.1225
H -0.561998 4.474161 -0.587030 0.2168 -0.2609 -0.3205 0.1099



93
Properties=species:S:1:pos:R:3:forces:R:3:lowdin_charge:R:1 method="wB97M-V/def2-TZVPD" multiplicity=1 total_charge=+1 e_tot_ha=-3286.07637
C 0.022269 1.781655 -3.698289 -0.0802 0.1205 0.7254 0.0357
C -0.921141 2.798042 -3.169560 0.7507 1.6159 -0.0526 -0.4659
O -0.754565 3.990612 -3.150425 -0.6089 -1.4505 0.0213 0.1563
O -2.104554 2.233147 -2.636285 0.2003 -0.3506 -0.3608 -0.0202
C -3.207455 2.453412 -3.474630 0.3016 0.8125 0.3310 -0.1764
N -4.367992 2.566789 -2.602357 -0.2886 -1.1096 -0.9987 0.0272
C -4.525866 1.495613 -1.768692 -0.2374 1.0470 0.5337 -0.2773
N -3.990247 0.328896 -2.039770 0.3642 -0.6765 0.1677 0.2841
C -4.138389 -0.867043 -1.244538 0.7869 0.0483 -0.3722 -0.4534
F -3.407938 -0.746571 -0.132029 -0.1653 -0.0049 0.4020 0.1898
F -5.407862 -1.088521 -0.926654 -0.3651 0.0362 0.1861 0.1911
C -3.595740 -2.068894 -2.054535 -0.3116 -0.4954 0.0341 -0.5294
F -2.316908 -1.848012 -2.359771 -0.5468 -0.0717 0.0159 0.1884
F -3.725761 -3.178431 -1.325804 0.2057 0.5529 -0.4582 0.2088
F -4.311375 -2.184208 -3.186535 0.3446 -0.0064 0.3426 0.1870
N -5.312563 1.723554 -0.701253 -0.2002 -0.8849 -0.1503 0.1404
C -6.725438 1.906820 -1.116957 -0.2954 0.7462 -0.2873 -0.1009
C -6.865185 2.803449 -2.357000 0.7252 0.0365 0.3259 -0.1627
C -5.656805 2.816080 -3.315481 0.1010 1.2607 0.2071 -0.3037
P -5.661432 4.462251 -4.179488 -2.5101 0.1564 -0.9020 0.1736
O -4.639443 4.399530 -5.396850 0.7535 -0.2953 0.6215 -0.1748
O -5.082502 5.508582 -3.170252 0.9966 -0.2818 0.3467 -0.1389
S -7.452175 4.894719 -4.763736 0.3091 -0.3091 0.1406 0.3662
H 0.940397 2.248483 -4.001819 0.2411 0.2368 -0.3299 0.0998
H -0.426487 1.207408 -4.493735 -0.0712 -0.2466 -0.2723 0.0842
H 0.253942 1.098501 -2.890722 -0.0166 -0.4147 0.1193 0.0964
H -3.083966 3.403458 -3.977054 -0.1366 0.1771 -0.2213 0.1230
H -3.289265 1.664576 -4.230036 -0.1751 -0.2374 -0.1581 0.1529
H -3.401119 0.221331 -2.852632 0.3179 0.2098 0.0098 0.1566
H -5.189588 1.055745 0.049178 -0.2783 -0.1193 -0.0116 0.1459
H -7.245505 2.381485 -0.304599 -0.2253 0.0629 0.3495 0.1279
H -7.199114 0.956558 -1.321283 0.1332 -0.5055 0.1287 0.1223
H -7.087786 3.806530 -2.033997 0.1110 0.4133 0.1355 0.0931
H -7.713240 2.502837 -2.944020 -0.4202 -0.1929 -0.1000 0.1065
H -5.824213 2.090997 -4.113798 0.2506 -0.3432 -0.0598 0.1353
H -4.976671 3.771200 -6.044823 -0.0286 0.1143 -0.4661 0.0890
H -5.732997 6.210335 -3.065350 -0.0961 0.4083 0.0696 0.0830
O 0.532610 -1.220821 -4.778337 -0.2041 0.2989 -0.0862 0.0938
C 0.471145 -2.306684 -4.267549 0.4196 -0.3395 -0.0240 -0.5266
O 0.173073 -2.375845 -2.960446 -0.1670 0.1727 0.1375 -0.0247
C -0.020768 -3.606377 -2.247339 0.1908 -0.2826 0.1250 -0.2401
C 1.288369 -4.197324 -1.776106 0.1123 0.0706 -0.1000 -0.0396
C 0.803537 -3.564875 -5.030206 -0.4139 -0.1435 0.0018 0.0240
H -0.612017 -4.308386 -2.838315 0.0505 0.0281 -0.0705 0.1168
H -0.625879 -3.334962 -1.384191 0.0083 0.0798 -0.0168 0.1090
H 1.940671 -4.465931 -2.606506 -0.0586 -0.0690 -0.0467 0.0784
H 1.110464 -5.090893 -1.178671 0.0113 0.0088 0.0338 0.0947
H 1.825905 -3.473703 -1.164986 -0.0144 -0.0474 0.0837 0.0703
H 1.886493 -3.669409 -5.069672 0.0229 0.0117 -0.0022 0.1033
H 0.422272 -3.460080 -6.042665 0.1387 0.1152 -0.0471 0.0939
H 0.374028 -4.469925 -4.608493 0.1217 0.0017 0.0748 0.0734
O 2.948122 -5.729113 2.004383 0.0566 -0.1994 -0.1653 0.1054
C 2.567347 -4.633426 2.302430 -0.0663 0.1218 0.4651 -0.5331
O 2.814541 -3.613575 1.458323 0.0294 0.0200 -0.4560 -0.0151
C 2.270147 -2.301153 1.619711 -0.0328 0.2376 0.1389 -0.2443
C 3.066635 -1.459101 2.588107 0.1293 -0.1574 0.1176 -0.0575
C 1.883485 -4.354700 3.620969 -0.3694 0.0427 -0.1983 0.0214
H 1.214412 -2.356617 1.896199 0.0070 -0.0498 0.0563 0.1131
H 2.311147 -1.855882 0.624935 0.0303 -0.1045 -0.0619 0.1106
H 3.067803 -1.886898 3.589798 -0.1612 0.0748 0.0185 0.0402
H 2.658992 -0.450002 2.646107 0.0479 0.0266 -0.0045 0.0773
H 4.106301 -1.396073 2.264862 -0.0289 0.0938 -0.1174 0.0905
H 2.641070 -4.261562 4.396972 0.0002 0.0444 0.0295 0.0897
H 1.240007 -5.199738 3.853394 0.1534 -0.1129 0.0394 0.0920
H 1.268011 -3.458968 3.627697 0.1398 0.0716 0.0620 0.0716
O 3.085401 -1.908673 5.946019 -0.2459 -0.1118 -0.0120 0.0896
C 4.205488 -1.876236 6.378287 0.2894 0.2306 -0.1776 -0.5231
O 4.381920 -1.801730 7.703921 -0.1805 -0.1269 0.2103 0.0073
C 5.663727 -1.897225 8.332309 0.2546 0.0956 0.0702 -0.2321
C 6.389245 -0.567885 8.345654 -0.0772 0.0773 -0.1206 -0.0624
C 5.403980 -1.842224 5.456269 0.1270 -0.4158 0.1292 0.0192
H 6.256719 -2.690468 7.875229 -0.0061 0.0282 -0.0503 0.1140
H 5.453802 -2.211277 9.352497 -0.1176 -0.0233 -0.0134 0.1235
H 6.595775 -0.210002 7.337141 0.0606 -0.0482 -0.0151 0.0683
H 7.335744 -0.656919 8.878471 -0.0038 -0.0148 0.0202 0.0833
H 5.778418 0.187691 8.838823 0.0061 -0.0254 0.0649 0.0845
H 5.539325 -0.823698 5.094646 -0.0242 0.0093 -0.0206 0.1024
H 5.196197 -2.494700 4.611755 -0.0837 0.1270 -0.0875 0.0822
H 6.327616 -2.189445 5.911935 0.0166 0.1434 0.0308 0.0710
O 4.115269 1.824675 2.243058 0.0485 -0.1886 0.2071 0.1078
C 3.467193 2.611579 1.617365 0.1226 0.0931 -0.4038 -0.5268
O 2.168869 2.784576 1.936939 -0.1582 -0.0533 0.2478 -0.0015
C 1.348091 3.793306 1.347614 -0.0976 0.0596 -0.1713 -0.2318
C 0.773381 3.351475 0.015836 0.0561 -0.0698 -0.0499 -0.0686
C 4.050041 3.352972 0.435504 -0.0315 0.3918 0.1692 0.0153
H 1.890737 4.736049 1.271569 0.0204 -0.0200 -0.0482 0.1168
H 0.541437 3.953117 2.060320 0.0369 -0.0538 0.0825 0.1240
H 1.557036 3.159978 -0.717593 0.0269 0.0845 -0.0190 0.0687
H 0.107733 4.116299 -0.385755 0.0052 0.0074 0.0056 0.0798
H 0.211362 2.424638 0.141106 -0.0523 0.0067 0.0566 0.0809
H 4.038313 2.691311 -0.429365 0.0164 -0.0241 -0.0084 0.0960
H 5.079945 3.607313 0.670596 0.0554 -0.1722 -0.0173 0.0939
H 3.533989 4.276615 0.185028 -0.0528 -0.0808 -0.0790 0.0688



| no. | frontier orbital gap (eV) |
| --- | --- |
| 1 | 7.64 |
| 2 | 7.45 |